DFT (wB97M-V/def2-TZVPD) results for C39H34BN14SbSe4Ti as an isolated structure in a non-equilibrium geometry.

Geometry as ORCA input:
```
! RIJCOSX wB97M-V def2-TZVPD def2/J DEFGRID3
* xyz 0 1
C -0.105 -1.421 -2.886
N -6.427 -5.389 8.681
C -4.126 -3.031 1.733
H -3.538 -1.894 -0.060
C -5.957 -5.026 7.696
C 3.305 4.740 0.705
C -1.203 -0.452 -2.801
H 4.840 2.825 -0.206
H -3.569 2.767 3.407
H 3.406 4.727 -0.367
H 0.577 -4.515 -4.036
N -2.930 -1.134 1.849
H -1.052 5.130 -1.507
N 2.691 3.991 2.700
C -6.218 -4.322 5.375
N 0.863 0.391 1.545
C 1.698 -3.436 -2.566
H -4.281 1.700 -2.183
H -2.460 -3.426 5.200
C 2.740 -2.235 -0.660
N 0.283 2.192 -0.980
H 4.100 6.663 1.420
H -0.685 1.671 3.566
C -2.077 2.108 2.019
H -4.940 1.002 -0.226
C -0.508 4.276 -1.149
H 2.467 -1.484 0.083
N -1.791 1.572 0.830
C 2.175 1.251 3.094
H -7.267 -4.574 5.427
H -0.103 2.896 2.433
H -1.047 2.629 -2.546
H -6.317 -3.600 3.361
C -3.389 2.310 2.444
H 2.751 -3.216 -0.178
C -3.417 1.085 -2.376
H 2.876 1.945 3.512
H 3.156 -0.215 -2.717
N 2.750 3.699 1.384
H -5.463 1.992 1.998
H 2.368 -4.253 -2.346
Se -0.926 -4.856 2.926
C -3.554 -2.028 1.010
C 1.551 0.157 3.660
B 2.100 2.469 0.783
N 0.832 2.943 -0.003
H -4.625 -3.929 1.418
H 3.297 5.628 3.827
H 0.649 4.961 0.624
C 0.694 -3.583 -3.504
C -4.039 -4.209 6.421
C 3.224 5.186 2.848
H -3.402 -4.404 7.271
C -2.538 0.791 -1.342
N -3.850 -2.751 3.046
N 2.464 0.804 -1.019
C -5.689 -3.773 4.224
C 1.766 -2.277 -1.802
H 0.057 -1.180 2.715
Se 1.384 -5.493 -0.293
C -4.442 1.898 1.655
C -3.154 0.629 -3.657
C -2.822 1.258 0.027
Sb -0.683 -4.488 0.543
C -2.062 -0.196 -3.858
C -5.397 -4.525 6.484
H -1.865 -0.626 -4.828
N 3.003 1.783 -0.261
C 0.361 4.202 -0.082
H 3.749 -2.014 -1.013
H -2.781 -1.132 3.961
C -3.515 -3.648 5.273
C 3.356 0.525 -1.962
C -0.228 -2.567 -3.661
Se -0.465 -1.940 0.251
C 0.735 -0.344 2.655
H 5.391 1.303 -2.408
H -3.803 0.892 -4.479
C -3.120 -1.604 3.054
C 4.504 1.305 -1.803
C -4.346 -3.414 4.183
N 0.900 -1.261 -1.996
C -0.516 2.987 -1.680
H -1.086 -2.690 -4.304
C 3.634 5.714 1.611
H -1.340 3.307 3.617
C -4.153 1.372 0.414
Ti 0.165 0.079 -0.359
C -0.980 2.524 2.952
C 4.235 2.092 -0.705
N -1.408 0.093 -1.574
Se -2.576 -5.334 -0.727
H 1.675 -0.228 4.654
N 1.738 1.392 1.832
*
```

Kohn-Sham gap (alpha / beta): 4.5 / 4.5 eV
E_HOMO (alpha / beta): -6.28 / -6.28 eV
E_tot: -353574.793 eV
ΔE to the lowest compared entry with this formula, charge and spin: 283.24 kJ/mol

Charge distribution, Löwdin scheme, values in e: -0.2422 0.1548 -0.0866 0.0873 -0.1902 -0.1115 -0.1792 0.1196 0.1174 0.1262 0.1268 0.0264 0.1008 0.0631 -0.0172 -0.1062 -0.0993 0.1212 0.0819 -0.0747 -0.0437 0.0942 0.0819 -0.2770 0.1184 -0.0190 0.0456 0.1631 -0.0462 0.1209 0.0564 0.1147 0.1185 -0.0110 0.0110 0.0018 0.1100 0.1114 -0.0118 0.1177 0.0454 -0.1073 -0.2215 -0.0189 -0.6505 0.0261 0.1073 0.1034 0.1312 -0.0169 -0.0086 -0.1401 0.1233 -0.2085 -0.0333 0.0120 0.0076 -0.3818 0.0688 0.0200 -0.0317 -0.0135 -0.2305 -0.2492 0.0174 -0.2348 0.1242 0.0222 -0.0510 0.0913 0.1328 -0.0235 -0.1336 0.0166 0.5709 -0.1552 0.0987 0.1207 -0.1654 -0.0324 -0.1961 -0.0369 -0.1191 0.1198 -0.0557 0.0898 -0.0202 0.7439 -0.0029 -0.0570 -0.0261 -0.1832 0.1092 0.0272

DFT (wB97M-V/def2-TZVPD) results for a 16-piece molecular cluster, C64H176N16O16 overall in a non-equilibrium geometry.

Geometry as ORCA input:
```
! RIJCOSX wB97M-V def2-TZVPD def2/J DEFGRID3
* xyz 0 1
C 1.633 -0.181 -5.630
C 4.122 -1.708 7.803
H -1.090 -7.556 0.154
H -3.443 1.641 -4.772
H 0.940 3.123 7.208
H -2.539 -1.111 0.614
H 2.282 5.611 0.852
C 3.940 -3.547 3.166
O -0.629 -6.634 -2.179
H 3.005 -7.527 -2.495
H -6.621 1.115 -1.337
H -5.894 2.185 5.378
N 3.960 -1.887 1.387
H 2.104 0.275 1.970
C 6.069 1.384 5.743
H 0.922 -2.350 -4.092
C 1.315 2.708 5.209
H 3.657 -3.232 -2.929
C 3.855 -5.554 4.425
H -1.564 4.771 -1.331
H 2.213 -2.415 2.559
H 0.864 -3.860 6.549
H -2.446 -2.743 0.803
H -3.174 7.216 3.979
H -2.183 -5.411 -1.466
H -0.350 7.359 1.929
C 4.046 -4.211 -3.137
H 5.266 2.081 5.737
O -2.673 -2.742 -5.027
H 3.066 3.770 -1.308
C 2.579 -3.928 1.096
N 0.437 2.853 6.364
C -3.182 -2.712 -7.949
H -1.132 -0.168 -4.469
H 4.444 0.800 0.446
H -1.735 3.163 4.688
H 3.145 -5.175 -1.465
N 4.719 1.448 -0.209
H 4.161 -1.496 8.910
H 0.763 2.847 4.364
O 0.204 5.600 -0.555
H -4.240 0.071 -0.151
O 2.392 0.964 3.854
H -2.306 1.509 1.721
H 4.773 -1.690 5.398
C -5.775 3.010 1.139
C 0.476 3.277 -3.307
C -2.040 3.882 3.937
H -4.491 4.782 1.481
H 2.383 -1.316 -1.957
N -3.113 -1.928 0.881
H 4.877 -2.631 -1.447
H -1.344 -3.605 5.465
H 5.405 0.175 -1.745
H -3.881 5.796 3.103
H -3.378 -2.095 -1.154
N -0.083 -4.763 4.315
C 5.793 0.992 -1.100
H 0.600 -5.626 -0.229
C 0.165 0.605 -0.280
C -0.495 -5.492 -0.120
H 0.776 -5.602 -7.458
H -5.548 -0.969 0.624
H 2.201 0.046 -6.550
H 1.211 3.099 -4.121
O -0.866 0.424 0.700
H -1.296 6.558 -1.320
N 2.786 3.636 1.095
H 4.647 -5.091 5.107
H 4.661 -2.288 0.743
H -4.291 1.617 4.903
C -4.843 -3.401 -0.155
C 2.126 4.688 0.296
H 2.249 3.508 2.040
H 8.329 -2.187 0.330
C -5.140 2.177 2.229
H 0.486 -2.091 6.350
H 3.713 -0.346 5.631
C -2.991 6.253 3.499
C 0.831 -1.451 -5.907
H -0.243 6.155 3.221
H 2.594 0.257 -1.486
H 1.856 -4.708 -8.298
H -5.835 2.399 0.265
H -1.605 -3.712 -7.092
H 4.357 0.640 3.657
H -5.712 0.809 4.259
H 4.130 -4.390 -4.149
C 0.740 -0.671 -0.820
H 6.230 1.098 6.816
H 1.348 -5.852 -2.662
H 4.562 -1.321 2.044
H 0.842 0.631 5.260
H -7.452 3.860 0.660
O 4.951 -0.793 7.143
H 8.605 -0.536 1.278
C -6.850 0.066 -1.422
C -1.482 1.614 1.078
H -2.989 -1.735 -7.570
H -5.684 -3.234 0.464
C -2.677 -3.857 -7.171
O 5.381 -4.131 -2.700
C -3.169 -3.899 -5.748
H 1.924 -3.477 0.393
H 1.983 4.737 5.168
C 2.444 3.771 5.289
H -5.184 9.731 -2.143
C 7.071 0.414 -0.455
N -1.941 0.216 -4.928
C 1.778 -0.403 -1.859
H 4.266 -2.787 7.683
H -2.945 3.558 3.399
O -4.045 8.074 -1.840
H -3.989 6.591 -5.186
O -5.666 -0.824 -1.432
H 5.865 0.666 3.016
N -0.819 -4.191 0.429
H 6.522 -3.435 -1.164
H -5.371 7.921 -3.486
H -2.066 -6.497 1.188
H 4.312 -2.802 3.822
H -4.752 4.173 -4.007
H -2.235 3.410 -3.635
H -2.724 5.450 -4.796
H -1.985 -0.393 3.074
H -0.380 -6.915 1.519
O 6.776 -0.783 0.236
H -2.101 0.697 -2.225
H -3.612 0.015 -2.580
C 7.906 -1.333 0.914
H -5.657 8.754 -0.733
C 6.224 2.152 -1.913
H -5.770 6.854 -2.152
H 2.137 -5.143 -6.583
C 2.870 4.760 -1.051
H 3.560 -6.812 -3.930
H -1.286 4.018 3.164
H -0.721 -4.559 -1.957
C -1.977 -0.481 4.185
H -4.099 3.892 -0.087
C -3.275 6.352 -4.410
C 5.457 -3.552 -1.390
C -4.885 7.281 -2.682
H 5.675 2.338 -2.793
H -2.811 -4.775 -5.211
H -2.768 -2.778 -8.958
H 2.228 -2.052 -7.331
H 3.163 3.638 4.427
N -0.297 -1.590 -1.328
C -1.096 -5.496 -1.488
C -1.019 -6.510 -3.507
H -0.921 7.777 3.471
H -2.116 -6.310 -3.473
N -3.480 5.170 5.547
H 0.441 -2.331 3.379
H -2.876 -0.950 4.505
H -7.579 -0.142 -0.669
C -5.288 1.794 4.558
H -3.532 1.728 -2.164
H 0.455 3.563 -0.322
H -2.769 -1.833 -3.202
H -0.699 2.240 1.554
H -3.984 -5.260 -7.682
N 1.928 -5.169 -3.134
O -0.712 -1.186 4.573
H -0.308 -1.644 -2.357
H -4.203 9.763 -0.660
C -1.101 -6.639 0.739
C -4.946 -0.840 -0.252
H 1.332 -0.053 -2.832
H -2.627 -0.523 -5.135
H -2.909 -3.562 -3.177
H 7.250 1.915 -2.201
C -2.394 5.236 4.543
H -3.388 5.747 -2.384
H 7.835 0.256 -1.209
C -3.079 0.947 -2.767
C 3.179 -5.274 -2.498
H 3.007 3.763 6.261
H -3.204 4.852 6.464
H 0.018 -1.214 -6.659
C 0.738 -3.073 5.902
H -1.320 2.861 -5.076
H 1.070 3.146 -2.368
C 1.403 -4.757 -7.308
H -4.097 1.931 1.904
N -2.982 -5.092 -7.825
H 1.367 -1.158 -0.014
H -1.510 5.612 4.993
O -5.244 2.789 3.499
H -1.783 5.649 0.116
C 1.737 1.233 5.115
H 2.410 0.938 5.928
H 0.756 -0.212 3.040
O -0.493 2.260 -3.352
H -1.263 -2.612 3.116
H -0.576 -3.483 -0.269
H 1.672 -4.224 -2.964
C -2.598 1.323 -4.181
H -5.859 1.333 2.220
H 2.043 -4.676 1.722
C -0.850 6.973 2.785
H 2.765 2.766 0.625
C -0.373 -3.463 4.905
H -1.799 2.242 0.303
C 0.649 4.529 0.189
C 5.729 0.102 5.022
H 3.435 -4.430 0.603
H -4.266 -2.809 -8.013
H -0.819 -7.475 -3.950
C 3.144 -2.874 2.066
H -7.330 3.755 2.290
H -1.208 -1.246 -1.056
H -7.324 -0.056 -2.374
C -1.184 5.643 -0.771
H -5.093 4.377 -2.420
H 3.134 -6.139 5.023
N -7.145 3.330 1.399
C 1.705 -2.551 -6.480
H -2.696 7.235 -4.181
H 0.079 4.270 -3.387
H 3.825 5.196 -0.827
H 6.904 2.000 5.351
H -4.314 4.665 5.300
H 0.853 1.395 2.481
H -4.277 -4.168 0.415
H 0.208 4.474 1.232
H -5.158 -3.743 -1.101
H -0.531 -5.702 -4.106
C 1.484 0.532 2.799
H -1.943 0.477 4.704
C 4.698 -0.713 5.781
H -4.274 -2.564 -3.730
H 0.835 -4.893 3.971
H -0.731 -5.078 3.595
C -4.103 6.044 -3.113
H 4.860 -4.018 2.686
C -3.212 -2.667 -3.748
H 6.266 3.095 -1.275
H 4.950 -4.202 -0.652
O 3.195 -4.464 3.864
N 0.168 -1.889 -4.641
H 2.376 -2.954 -5.695
H -2.667 -5.881 -7.258
H -0.162 1.250 -1.134
C -4.065 -2.123 -0.254
C -4.889 4.196 0.601
N -5.019 4.852 -3.314
O -2.171 6.550 2.421
H -4.250 -3.847 -5.693
H -0.361 -4.096 1.297
H 4.432 -6.108 3.623
H 1.044 0.635 -5.222
H 2.345 5.163 -1.844
C -0.501 -2.374 3.899
H -0.022 2.016 6.686
H 7.406 1.101 0.308
N 5.212 0.163 3.626
H -0.493 -2.667 -4.826
C 3.649 -6.706 -2.866
H 1.661 -2.853 5.383
C -4.800 9.137 -1.305
H 7.502 -1.803 1.852
H -5.541 4.916 0.078
H 3.060 -1.608 7.489
O 0.824 -3.546 -6.865
H 2.367 -0.504 -4.860
H 1.032 1.175 0.074
H 4.930 2.277 0.323
H 4.664 -6.916 -2.506
H 6.644 -0.477 5.017
C -1.669 2.604 -4.127
*
```

Kohn-Sham gap: 9.3 eV
E_HOMO: -8.75 eV
E_tot: -125812.598 eV
ΔE to the lowest compared entry with this formula, charge and spin: 413.01 kJ/mol

Results of the Löwdin charge analysis, in e, for atoms 1 through 99: -0.0561 -0.1131 0.0711 0.1181 0.0727 0.0329 0.1353 -0.2419 -0.1896 0.0828 0.0606 0.0877 0.0656 0.0650 -0.0504 0.0645 -0.4207 0.1015 -0.0991 0.0804 0.1316 0.0493 0.0457 0.1234 0.1296 0.0792 -0.2036 0.0470 -0.2257 0.0368 -0.0431 0.0419 -0.0524 0.0198 0.0118 0.0588 0.0859 0.0744 0.1055 0.0716 -0.1648 0.1339 -0.2057 0.0411 0.0928 -0.4348 -0.1070 -0.0473 0.0707 0.0655 0.0397 0.0735 0.1570 0.1449 0.0966 0.1117 0.0635 -0.4220 0.1288 -0.1990 -0.4240 0.0679 0.1105 0.0845 0.0967 -0.1780 0.0922 0.0555 0.1028 0.0460 0.0568 -0.0416 -0.4152 0.1037 0.0894 -0.2116 0.0847 0.0866 -0.2036 -0.4154 0.0846 0.0783 0.0869 0.0896 0.1230 0.0185 0.0976 0.1052 -0.4222 0.0944 0.0599 0.0549 0.1059 0.0379 -0.1703 0.0978 -0.0372 -0.1148 0.0672